The following is a quantum chemistry calculation of 7 unconnected molecules or ions with the total composition C14H36FNO7P, from the Open Molecules 2025 dataset.

```
60
Properties=species:S:1:pos:R:3:forces:R:3
C 4.503054 -0.461692 2.520493 0.125 -0.057 -0.090
C 4.385775 0.702449 1.511614 -0.031 0.120 0.174
C 2.976336 0.959948 1.038412 -0.276 -0.037 -0.252
C 2.263033 1.873923 1.787095 0.046 -0.162 -0.108
N 1.005379 2.203487 1.471526 0.066 -0.081 -0.229
C 0.349096 1.705390 0.410337 0.192 -0.211 -0.130
C -1.032191 2.287198 0.187008 0.084 0.166 -0.350
F -0.787734 3.610787 -0.266424 -0.004 -0.275 0.321
C -1.932324 2.294204 1.419472 -0.120 0.054 0.018
C -3.238250 1.497205 1.231288 0.107 0.129 0.223
C 1.004923 0.776206 -0.404938 -0.023 0.142 0.426
C 0.243015 0.253333 -1.614682 0.080 -0.044 0.044
O -1.015701 -0.295412 -1.249844 0.676 -0.270 0.518
C -0.945885 -1.625861 -0.736104 -0.147 -0.196 0.116
C 2.335996 0.381747 -0.093574 -0.079 0.420 0.197
P 3.061443 -0.833797 -1.291489 0.019 -0.588 -0.037
C 3.906333 0.297717 -2.452788 -0.231 0.347 0.263
C 4.445157 -1.748104 -0.526926 0.316 0.392 0.076
H 4.995717 -0.126579 3.431649 -0.067 -0.003 0.009
H 3.524801 -0.858105 2.789895 -0.011 -0.011 0.041
H 5.098352 -1.283946 2.129499 -0.039 0.010 -0.026
H 5.052313 0.590453 0.662576 0.006 -0.087 -0.029
H 4.712124 1.612752 2.017274 0.026 0.026 -0.103
H 2.696037 2.369557 2.644606 -0.066 0.034 0.011
H 0.533244 2.901298 2.034252 -0.051 0.029 0.014
H -1.535165 1.776259 -0.624949 0.078 0.091 -0.050
H -2.158428 3.341627 1.629382 0.031 -0.015 0.025
H -1.401894 1.903450 2.290107 0.037 0.005 0.002
H -4.092621 2.165841 1.150273 -0.010 -0.059 -0.090
H -3.209401 0.878098 0.336656 0.006 -0.025 0.023
H -3.409703 0.847487 2.086307 -0.088 -0.047 -0.074
H 0.058942 1.078984 -2.300545 0.043 0.029 -0.027
H 0.840411 -0.493468 -2.135664 -0.068 -0.001 -0.054
H -1.206917 -2.340825 -1.518111 0.097 0.014 -0.036
H 0.053375 -1.853217 -0.361230 0.014 0.034 -0.008
H -1.655577 -1.715664 0.086710 -0.006 0.040 -0.006
H 4.537098 1.023901 -1.938096 0.112 -0.072 -0.049
H 3.142313 0.848749 -3.003819 0.101 -0.042 -0.147
H 4.501562 -0.297724 -3.141618 -0.022 0.006 -0.063
H 5.318113 -1.152148 -0.267781 -0.002 -0.029 0.015
H 4.113369 -2.305070 0.345618 -0.040 -0.108 -0.026
H 4.765284 -2.456308 -1.294600 -0.095 -0.095 0.046
O -5.368619 -0.815807 0.814748 0.246 -0.300 -0.032
H -5.122815 -1.138797 -0.058299 -0.130 0.100 -0.082
H -6.213817 -1.257619 0.997294 -0.240 0.083 -0.028
O 2.485268 -4.360210 -1.911313 0.069 -0.009 -0.032
H 1.870072 -4.736274 -1.275183 0.017 -0.019 0.020
H 2.667110 -3.466131 -1.603487 -0.190 0.011 -0.016
O -3.560521 -2.750742 2.144817 0.203 0.074 -0.126
H -3.304184 -3.462150 1.551726 -0.093 -0.083 0.041
H -4.155532 -2.180244 1.633893 -0.094 0.110 0.127
O -0.632758 2.879740 -3.265747 0.274 -0.153 0.291
H -1.316396 2.245409 -3.006172 -0.474 0.254 -0.351
H -0.557871 3.474191 -2.510353 -0.085 0.117 -0.110
O -7.966890 -2.090203 1.166166 0.079 -0.045 0.066
H -8.776098 -2.103100 0.646675 0.014 0.053 -0.040
H -8.189905 -2.525636 1.994966 0.013 -0.005 0.010
O -2.768350 0.985877 -2.580239 -0.281 0.359 -0.129
H -3.653123 0.617926 -2.649517 -0.027 0.156 -0.139
H -2.236355 0.349657 -2.078814 -0.090 -0.278 -0.050
```
Positions in Å, forces in eV/Å.

Results
HOMO energy = -12.012 eV
Calculated total energy = -42924.685 eV
Net charge = +1

Now the natural (NBO) charges, all in e: -0.61 -0.43 -0.02 0.08 -0.42 0.23 0.15 -0.37 -0.46 -0.60 0.04 -0.15 -0.57 -0.26 -0.22 0.78 -0.92 -0.95 0.23 0.21 0.23 0.23 0.23 0.24 0.45 0.23 0.25 0.20 0.23 0.21 0.23 0.26 0.22 0.20 0.18 0.21 0.23 0.25 0.26 0.23 0.25 0.27 -0.97 0.46 0.51 -0.93 0.47 0.46 -0.96 0.46 0.49 -0.95 0.49 0.47 -0.97 0.49 0.49 -0.99 0.49 0.49